1.
C28H22N3OPRh | ωB97M-V/def2-TZVPD

Its total charge is +1. The calculation puts the orbital gap at 7.72 eV. For the highest occupied orbital energy, the calculation gives -11.85 eV. Its relative energy (zero: lowest compared OMol25 entry of this formula, charge and spin) is 6.91 kcal/mol. The LUMO energy is -4.1 eV.

```
56
Properties=species:S:1:pos:R:3:mulliken_charge:R:1
Rh 0.97 0.08 1.34 -0.220
C -2.28 -0.56 6.57 -0.477
C -2.66 0.21 5.48 -0.738
C -1.72 0.59 4.54 -0.505
C -0.39 0.18 4.70 0.702
C -0.01 -0.59 5.80 -0.439
C -0.96 -0.95 6.74 -0.696
P 0.77 0.66 3.45 1.991
C 2.41 -0.05 3.59 -0.210
C 3.56 0.74 3.62 -0.491
C 4.81 0.15 3.54 -0.653
C 4.91 -1.23 3.42 -0.509
C 3.78 -2.03 3.37 -0.776
C 2.52 -1.45 3.45 0.107
C 0.81 2.34 2.92 -0.341
C 0.70 3.63 3.40 -0.809
C 0.67 4.65 2.45 -0.542
C 0.74 4.36 1.09 -0.519
C 0.86 3.06 0.61 -0.388
C 0.92 2.05 1.55 0.981
H -3.02 -0.84 7.31 0.397
H -3.69 0.52 5.36 0.435
H -2.02 1.19 3.68 0.311
H 1.02 -0.89 5.93 0.416
H -0.67 -1.54 7.59 0.416
H 3.47 1.82 3.69 0.432
H 5.70 0.76 3.57 0.460
H 5.89 -1.69 3.37 0.442
H 3.87 -3.10 3.27 0.440
H 1.63 -2.07 3.41 0.524
H 0.60 3.84 4.45 0.504
H 0.56 5.68 2.77 0.447
H 0.67 5.17 0.38 0.424
H 0.86 2.86 -0.45 0.410
C 1.41 0.64 -2.45 -1.593
C 2.44 0.00 -1.57 0.958
O 2.12 -0.40 -0.45 -0.736
C 3.83 -0.18 -2.03 0.534
C 4.73 -0.85 -1.21 -0.368
C 6.04 -1.01 -1.61 -0.599
C 6.46 -0.49 -2.84 -0.371
C 5.57 0.18 -3.66 -0.801
C 4.25 0.34 -3.26 -0.313
H 0.42 0.45 -2.04 0.331
H 1.47 0.28 -3.47 0.538
H 1.58 1.72 -2.47 0.417
H 4.40 -1.24 -0.26 0.448
H 6.75 -1.54 -0.98 0.404
H 7.49 -0.62 -3.15 0.399
H 5.89 0.58 -4.61 0.399
H 3.56 0.86 -3.90 0.351
N -0.86 0.12 0.66 -0.728
C -1.63 1.02 0.84 0.753
N -2.52 1.88 1.07 -0.572
C -2.48 3.04 0.40 0.506
N -2.47 4.05 -0.14 -0.487
```

***

2.
C4H8N2O | ωB97M-V/def2-TZVPD

The calculation puts the orbital gap (alpha / beta) at 7.88 / 7.89 eV. For the highest occupied orbital energy (alpha / beta), the calculation gives -7.14 / -7.14 eV. Its relative energy (zero: lowest compared OMol25 entry of this formula, charge and spin) is 122.49 kcal/mol. The LUMO energy (alpha / beta) is 0.7 / 0.7 eV.

```
15
Properties=species:S:1:pos:R:3:mulliken_charge:R:1
C 1.57 1.06 0.13 -0.810
N 0.21 0.88 0.13 -0.235
C -0.27 -0.46 0.14 0.324
C -1.77 -0.55 -0.03 -0.668
O -2.47 -0.10 1.10 -0.514
C 0.58 -1.27 -0.97 -0.367
N 1.67 -0.80 -1.22 -0.293
H 1.92 2.03 -0.21 0.374
H 2.09 0.64 0.99 0.300
H 2.47 -0.22 -1.40 0.355
H -0.24 1.42 -0.61 0.277
H 0.04 -0.96 1.07 0.239
H -2.04 -1.60 -0.18 0.337
H -2.06 0.00 -0.95 0.333
H -2.10 0.76 1.34 0.348
```

***

3.
C37H51MgN4OP2 | ωB97M-V/def2-TZVPD

Its total charge is +1. The calculation puts the orbital gap at 4.86 eV. For the highest occupied orbital energy, the calculation gives -8.34 eV. Its relative energy (zero: lowest compared OMol25 entry of this formula, charge and spin) is 17.30 kcal/mol. The LUMO energy is -3.5 eV.

```
96
Properties=species:S:1:pos:R:3:mulliken_charge:R:1
C 0.62 1.82 -2.10 0.267
C 1.40 -0.40 -2.14 -0.639
C 1.31 2.09 -3.29 -0.758
C 2.28 -0.09 -3.21 -1.108
C 2.14 1.13 -3.84 -0.963
H 1.22 3.09 -3.70 0.516
H 2.89 -0.91 -3.57 0.542
H 2.70 1.34 -4.74 0.450
N 0.59 0.57 -1.59 1.129
P -0.58 2.78 0.39 0.443
P -0.13 -2.45 -0.85 1.338
C -0.15 2.97 -1.41 -1.785
H 0.44 3.91 -1.52 0.723
H -1.08 3.15 -1.98 0.757
C -0.80 -0.52 4.01 0.162
O -0.36 -1.43 4.54 -0.211
C 1.26 -1.77 -1.73 -0.737
H 2.16 -2.36 -1.72 0.770
C 0.38 -3.88 0.47 2.076
C -0.66 -3.26 -2.49 1.494
C 0.93 3.57 1.23 1.896
C -2.20 3.78 0.57 1.854
C 0.09 -3.47 1.92 -1.297
H -0.96 -3.17 2.08 0.190
H 0.28 -4.33 2.59 0.589
H 0.74 -2.64 2.25 0.021
C -0.39 -5.17 0.20 -2.058
H -1.47 -5.01 0.29 0.387
H -0.17 -5.61 -0.78 0.315
H -0.13 -5.94 0.95 0.532
C 1.89 -4.05 0.32 -1.990
H 2.26 -4.76 1.07 0.519
H 2.18 -4.40 -0.67 0.218
H 2.41 -3.10 0.53 0.309
C -2.00 -3.95 -2.30 -1.551
H -2.72 -3.23 -1.90 0.153
H -2.35 -4.29 -3.29 0.502
H -1.97 -4.82 -1.64 0.308
C -0.83 -2.12 -3.51 -1.441
H -1.42 -1.31 -3.07 0.046
H 0.14 -1.72 -3.83 0.312
H -1.34 -2.49 -4.41 0.627
C 0.45 -4.23 -2.99 -1.422
H 1.46 -3.84 -2.84 0.175
H 0.42 -5.24 -2.55 0.310
H 0.34 -4.35 -4.08 0.438
C -2.63 3.89 2.05 -1.689
H -3.53 4.52 2.14 0.470
H -2.87 2.94 2.54 0.118
H -1.86 4.38 2.66 0.363
C -3.26 3.08 -0.30 -2.111
H -2.95 3.09 -1.35 0.388
H -3.42 2.04 0.00 0.635
H -4.22 3.61 -0.23 0.548
C -2.02 5.22 0.07 -1.638
H -3.03 5.66 -0.01 0.560
H -1.44 5.83 0.78 0.317
H -1.55 5.24 -0.92 0.252
C 2.21 2.98 0.58 -1.883
H 3.09 3.34 1.13 0.624
H 2.22 1.89 0.57 0.152
H 2.32 3.34 -0.46 0.318
C 0.82 3.19 2.72 -1.406
H 0.76 2.10 2.86 0.051
H 1.70 3.58 3.26 0.500
H -0.07 3.65 3.16 0.251
C 1.07 5.10 1.15 -1.768
H 0.98 5.50 0.14 0.295
H 0.37 5.63 1.82 0.350
H 2.08 5.36 1.52 0.500
Mg -0.53 0.10 0.23 1.902
N 1.03 -0.24 1.44 -0.083
C 2.15 -0.39 1.78 0.226
C 3.51 -0.83 1.72 0.060
C 4.22 -0.83 2.93 -0.521
C 4.21 -1.13 0.51 0.184
C 5.61 -0.92 2.92 -0.728
H 3.67 -0.70 3.86 0.500
C 5.60 -1.27 0.51 -1.016
H 3.69 -1.26 -0.45 0.361
C 6.30 -1.12 1.71 -0.307
H 6.17 -0.79 3.86 0.383
H 6.15 -1.45 -0.43 0.442
H 7.40 -1.17 1.71 0.394
N -8.06 -0.24 0.46 -0.432
C -6.89 -0.26 0.50 -0.350
C -5.45 -0.27 0.53 0.443
C -4.75 -0.55 -0.64 -0.645
C -3.36 -0.47 -0.64 -0.220
N -2.65 -0.17 0.48 -0.593
C -3.34 0.03 1.64 -0.390
C -4.73 -0.01 1.70 -0.597
H -5.26 -0.84 -1.56 0.542
H -2.79 -0.61 -1.57 0.169
H -2.75 0.22 2.55 0.134
H -5.25 0.16 2.64 0.533
```

***

4.
C5H4Cl2S | ωB97M-V/def2-TZVPD

The calculation puts the orbital gap at 9.24 eV. For the highest occupied orbital energy, the calculation gives -8.58 eV. Its relative energy (zero: lowest compared OMol25 entry of this formula, charge and spin) is 49.11 kcal/mol. The LUMO energy is 0.7 eV.

```
12
Properties=species:S:1:pos:R:3:mulliken_charge:R:1
C 2.57 -0.01 -0.03 0.507
C 1.26 -0.10 0.11 -0.487
C -1.35 -0.87 0.32 -0.677
C -1.86 0.33 -0.25 -0.500
C -2.29 1.40 -0.57 0.131
H 0.71 0.83 0.34 0.303
H -2.10 -1.64 0.14 0.370
H -1.48 -0.82 1.42 0.346
H -2.76 2.30 -0.98 0.422
S 0.28 -1.52 -0.16 -0.037
Cl 3.59 -1.38 -0.36 -0.198
Cl 3.42 1.48 0.01 -0.179
```

***

5.
HNO3P2 | ωB97M-V/def2-TZVPD

The calculation puts the orbital gap (alpha / beta) at 7.66 / 7.66 eV. For the highest occupied orbital energy (alpha / beta), the calculation gives -9.48 / -9.48 eV. Its relative energy (zero: lowest compared OMol25 entry of this formula, charge and spin) is 35.88 kcal/mol. The LUMO energy (alpha / beta) is -1.8 / -1.8 eV.

```
7
Properties=species:S:1:pos:R:3:mulliken_charge:R:1
N -1.39 0.49 1.30 0.773
O -0.89 1.54 1.64 -0.516
O -2.73 0.30 1.40 -0.288
O -3.94 -1.77 0.30 -0.430
P -3.08 -0.69 -0.08 0.413
P -0.70 -0.89 0.69 -0.041
H 0.70 0.00 -0.35 0.090
```

***

6.
C23H41N2P3STm | ωB97M-V/def2-TZVPD

Its total charge is +3. The multiplicity is 3. The calculation puts the orbital gap (alpha / beta) at 5.99 / 6.00 eV. For the highest occupied orbital energy (alpha / beta), the calculation gives -17.04 / -17.04 eV. Its relative energy (zero: lowest compared OMol25 entry of this formula, charge and spin) is 1.71 kcal/mol. As for the expectation value of S²: 2.002. The LUMO energy (alpha / beta) is -11.1 / -11.0 eV.

```
71
Properties=species:S:1:pos:R:3:mulliken_charge:R:1
Tm 0.50 1.03 -0.20 -0.067
P -1.72 0.00 -1.78 1.088
P -0.23 -1.34 1.56 0.940
P 2.12 -1.07 -1.13 1.158
H 3.53 3.63 -2.13 0.730
C 3.07 2.65 -1.90 -1.907
C 1.81 2.59 -2.73 -0.194
H 1.19 1.67 -2.54 0.013
C -3.33 0.88 -1.71 -1.394
C -2.32 -1.73 -1.58 -1.273
C -1.33 0.06 -3.57 -1.172
C 0.82 -1.28 3.08 -1.239
C -1.90 -1.23 2.33 -1.218
C -0.23 -3.15 1.25 -1.694
C 3.36 -0.61 -2.41 -1.177
C 1.41 -2.56 -1.91 -1.096
C 3.21 -1.76 0.19 -1.223
H 3.83 1.91 -2.23 0.662
H 1.21 3.50 -2.51 0.563
H -3.18 1.93 -2.02 0.418
H -3.72 0.89 -0.68 0.317
H -4.08 0.43 -2.37 0.492
H -2.65 -1.89 -0.54 0.300
H -1.52 -2.45 -1.79 0.273
H -3.17 -1.95 -2.24 0.564
H -0.92 1.05 -3.82 0.348
H -2.21 -0.13 -4.20 0.468
H -0.56 -0.70 -3.82 0.305
H 0.68 -2.21 3.64 0.427
H 0.54 -0.42 3.70 0.368
H 1.87 -1.17 2.80 0.276
H -2.16 -2.20 2.79 0.575
H -2.66 -0.99 1.58 0.236
H -1.92 -0.47 3.12 0.361
H -0.59 -3.64 2.17 0.601
H 0.78 -3.53 1.03 0.443
H -0.92 -3.40 0.42 0.386
H 4.04 -1.44 -2.63 0.601
H 3.96 0.24 -2.06 0.181
H 2.87 -0.29 -3.34 0.371
H 2.21 -3.18 -2.36 0.527
H 0.70 -2.26 -2.70 0.222
H 0.84 -3.16 -1.19 0.229
H 4.07 -2.27 -0.27 0.489
H 2.66 -2.46 0.83 0.299
H 3.58 -0.95 0.82 0.338
C 1.37 3.03 -0.13 -0.002
C 2.77 2.57 -0.38 2.431
C 3.75 3.35 0.45 -0.798
C 3.33 4.41 1.20 -0.816
C 1.99 4.87 1.19 -0.305
C 1.00 4.16 0.48 -0.955
S 2.38 2.76 -4.52 -0.104
H 3.48 3.43 -4.17 0.210
H 2.88 1.46 -0.15 -0.914
H 4.79 3.00 0.41 0.580
H 4.04 4.91 1.87 0.487
H 1.69 5.76 1.75 0.514
H -0.05 4.48 0.48 0.473
N -5.37 1.98 1.65 -0.379
C -4.25 2.01 2.00 -0.478
C -2.85 2.07 2.40 -0.061
C -2.48 2.13 3.74 -0.297
C -1.13 2.08 4.09 -0.860
C -0.19 1.92 3.07 -0.766
N -0.56 1.86 1.77 0.563
C -1.85 2.10 1.43 -0.129
H -3.24 2.21 4.50 0.567
H -0.78 2.13 5.12 0.478
H 0.87 1.85 3.28 0.713
H -2.11 2.29 0.37 0.928
```

***

7.
C7H12Si | ωB97M-V/def2-TZVPD

The calculation puts the orbital gap at 8.42 eV. For the highest occupied orbital energy, the calculation gives -8.03 eV. Its relative energy (zero: lowest compared OMol25 entry of this formula, charge and spin) is 110.69 kcal/mol. The LUMO energy is 0.4 eV.

```
20
Properties=species:S:1:pos:R:3:mulliken_charge:R:1
C -3.30 -0.58 -0.34 -0.113
C -2.36 -1.01 -0.98 -0.152
C 1.55 1.25 -0.01 -0.813
C 2.53 0.48 -1.01 -0.596
C 1.53 0.39 1.28 -0.618
C 2.32 -1.06 -1.04 -0.514
C -4.36 0.05 0.50 -1.017
Si 1.77 -1.34 0.58 0.148
H 1.96 2.17 0.08 0.418
H 0.69 1.34 -0.57 0.361
H 2.47 1.04 -2.04 0.320
H 3.48 0.77 -0.67 0.321
H 2.42 0.52 2.02 0.337
H 0.55 0.70 1.73 0.313
H -1.51 -1.26 -1.54 0.467
H 3.08 -1.48 -1.66 0.413
H -4.00 0.89 1.14 0.253
H -5.05 0.41 -0.14 0.308
H -4.84 -0.76 1.19 0.248
H 1.07 -2.50 1.45 -0.085
```

***

8.
C4H12 | ωB97M-V/def2-TZVPD

The calculation puts the orbital gap at 12.66 eV. For the highest occupied orbital energy, the calculation gives -11.48 eV. Its relative energy (zero: lowest compared OMol25 entry of this formula, charge and spin) is 8.44 kcal/mol. The LUMO energy is 1.2 eV.

```
16
Properties=species:S:1:pos:R:3:mulliken_charge:R:1
C -1.88 -0.02 1.22 -0.847
C -0.86 -1.13 1.47 -0.842
H -1.37 0.91 0.93 0.267
H -2.68 -0.32 0.57 0.266
H -2.17 0.28 2.24 0.323
H -0.42 -1.57 0.57 0.253
H -1.41 -1.95 1.94 0.318
H 0.00 -0.76 2.03 0.275
C 2.02 0.25 -1.62 -0.858
C 0.71 0.90 -1.09 -0.698
H 2.91 0.44 -1.02 0.273
H 1.86 -0.82 -1.65 0.263
H 2.19 0.65 -2.62 0.249
H -0.06 0.14 -1.10 0.146
H 0.34 1.74 -1.68 0.405
H 0.83 1.25 -0.07 0.208
```